A cluster of 12 separate species, C36H104N16O12 in total. Source: OMol25; level of theory: ωB97M-V/def2-TZVPD.

Last column: Löwdin charge in e.
Atoms and positions in Å:
C  3.19  2.65  -3.61  -0.63
O  4.00  2.40  -2.73  0.00
N  3.12  3.89  -4.27  0.15
N  2.19  1.77  -3.95  0.18
H  2.18  4.21  -4.55  0.07
H  3.79  4.59  -4.00  0.10
H  2.39  0.83  -3.60  0.08
H  1.80  1.90  -4.82  0.02
C  4.49  -2.60  1.74  -0.65
O  5.20  -3.02  0.81  -0.02
N  3.20  -2.30  1.56  0.19
N  4.98  -2.41  3.02  0.16
H  2.78  -1.56  2.13  0.11
H  2.78  -2.34  0.66  0.05
H  4.40  -1.82  3.66  0.08
H  5.97  -2.30  3.04  0.09
C  3.47  -1.33  -2.00  -0.60
O  2.34  -0.99  -2.40  -0.07
N  4.53  -0.45  -1.94  0.20
N  3.65  -2.60  -1.54  0.18
H  5.35  -0.80  -1.47  0.11
H  4.44  0.53  -2.04  0.05
H  4.36  -2.86  -0.85  0.06
H  3.08  -3.31  -1.94  0.08
C  0.45  -0.13  0.47  -0.59
O  -0.37  0.03  1.40  -0.04
N  1.33  0.89  0.13  0.19
N  0.48  -1.29  -0.30  0.17
H  1.86  0.79  -0.70  0.06
H  1.30  1.82  0.55  0.05
H  -0.38  -1.80  -0.40  0.05
H  1.05  -1.21  -1.14  0.03
C  4.98  1.03  4.85  -0.09
C  4.06  1.00  3.69  -0.45
C  2.69  0.52  4.21  -0.26
O  2.58  -0.84  4.38  -0.22
C  1.27  -1.23  4.91  -0.03
N  3.96  2.35  3.09  0.05
H  4.85  0.10  5.42  0.08
H  4.79  2.01  5.40  0.11
H  6.03  1.07  4.50  0.09
H  4.35  0.21  2.94  0.13
H  1.92  1.05  3.61  0.13
H  2.53  0.94  5.24  0.13
H  0.53  -0.91  4.20  0.07
H  1.07  -0.87  5.94  0.10
H  1.36  -2.28  4.98  0.08
H  3.85  2.37  2.13  0.02
H  4.86  2.88  3.22  0.10
C  -1.20  -3.01  -5.18  -0.03
C  0.14  -2.72  -4.52  -0.48
C  1.10  -3.78  -4.47  -0.18
O  0.49  -4.96  -3.79  -0.17
C  0.68  -4.96  -2.41  -0.14
N  0.75  -1.45  -4.95  0.04
H  -1.65  -3.82  -4.63  0.07
H  -1.04  -3.33  -6.17  0.06
H  -1.84  -2.16  -5.07  0.07
H  -0.12  -2.49  -3.41  0.15
H  1.99  -3.45  -3.94  0.10
H  1.48  -4.15  -5.46  0.15
H  1.70  -5.22  -2.15  0.08
H  0.02  -5.70  -1.90  0.09
H  0.46  -4.03  -1.88  0.07
H  1.13  -1.50  -5.91  0.08
H  1.51  -1.13  -4.30  0.04
C  -2.73  1.74  7.59  -0.07
C  -2.79  1.57  6.10  -0.45
C  -1.72  0.56  5.64  -0.21
O  -1.78  0.26  4.22  -0.22
C  -2.43  -1.03  4.01  -0.08
N  -4.04  0.85  5.67  0.04
H  -3.03  0.72  7.97  0.10
H  -3.58  2.37  7.93  0.09
H  -1.72  1.94  7.90  0.07
H  -2.59  2.50  5.52  0.14
H  -1.87  -0.31  6.27  0.12
H  -0.70  0.90  5.82  0.11
H  -1.83  -1.74  4.56  0.07
H  -2.47  -1.32  2.99  0.05
H  -3.43  -1.05  4.49  0.08
H  -4.09  1.18  4.74  0.01
H  -4.82  1.44  6.10  0.10
C  -3.71  -0.99  -0.32  -0.06
C  -3.64  -2.39  -0.87  -0.47
C  -3.58  -2.39  -2.40  -0.17
O  -3.70  -3.77  -2.85  -0.22
C  -4.85  -4.05  -3.62  -0.10
N  -2.48  -3.07  -0.37  0.05
H  -3.45  -1.06  0.79  0.09
H  -4.72  -0.55  -0.43  0.09
H  -2.97  -0.36  -0.82  0.07
H  -4.57  -2.92  -0.63  0.14
H  -2.66  -1.96  -2.83  0.11
H  -4.37  -1.85  -2.91  0.12
H  -4.75  -3.83  -4.67  0.08
H  -5.72  -3.54  -3.22  0.08
H  -4.98  -5.11  -3.50  0.08
H  -2.31  -3.98  -0.86  0.10
H  -2.48  -3.24  0.66  0.09
C  0.44  -8.31  0.43  -0.07
C  -0.63  -7.88  1.36  -0.44
C  -0.10  -6.79  2.26  -0.21
O  0.25  -5.70  1.43  -0.20
C  0.27  -4.44  2.09  -0.09
N  -1.80  -7.39  0.61  0.05
H  0.10  -9.14  -0.20  0.09
H  1.39  -8.53  0.87  0.08
H  0.67  -7.41  -0.15  0.07
H  -0.96  -8.68  1.96  0.12
H  0.76  -7.13  2.88  0.14
H  -0.89  -6.43  2.94  0.12
H  0.63  -3.80  1.31  0.06
H  1.02  -4.36  2.84  0.06
H  -0.67  -4.00  2.50  0.09
H  -1.57  -6.60  0.02  0.05
H  -2.15  -8.07  -0.04  0.06
C  -2.41  2.86  -0.03  -0.05
C  -2.75  3.03  1.48  -0.42
C  -3.89  2.10  1.86  -0.12
O  -4.25  2.35  3.29  -0.26
C  -5.20  3.36  3.40  -0.13
N  -1.56  2.67  2.22  0.05
H  -3.40  2.77  -0.67  0.11
H  -1.85  1.96  -0.21  0.06
H  -1.89  3.76  -0.30  0.04
H  -2.96  4.09  1.64  0.13
H  -3.47  1.13  1.98  0.10
H  -4.78  2.15  1.26  0.12
H  -4.94  4.25  2.82  0.09
H  -5.15  3.57  4.49  0.10
H  -6.20  3.04  3.10  0.09
H  -1.78  2.65  3.22  0.06
H  -1.21  1.71  2.07  0.04
C  3.48  5.00  0.05  -0.07
C  2.01  4.90  0.47  -0.39
C  1.00  4.78  -0.66  -0.17
O  0.78  6.05  -1.37  -0.20
C  -0.06  6.98  -0.67  -0.13
N  1.95  3.67  1.36  0.02
H  3.55  5.69  -0.74  0.06
H  3.85  4.08  -0.39  0.06
H  4.23  5.21  0.85  0.08
H  1.85  5.84  1.13  0.15
H  0.12  4.34  -0.16  0.09
H  1.31  4.03  -1.44  0.13
H  0.51  7.84  -0.25  0.08
H  -0.77  6.60  0.16  0.11
H  -0.79  7.34  -1.41  0.07
H  1.03  3.64  1.85  0.07
H  2.63  3.76  2.09  0.03
C  -1.02  2.71  -4.03  -0.07
C  -1.01  3.19  -5.43  -0.43
C  -0.65  4.68  -5.54  -0.20
O  -0.57  4.88  -6.96  -0.20
C  -0.21  6.24  -7.24  -0.10
N  0.08  2.50  -6.14  0.05
H  -0.14  3.04  -3.55  0.04
H  -1.01  1.63  -4.02  0.07
H  -1.98  2.83  -3.48  0.09
H  -2.00  3.05  -5.93  0.15
H  0.28  4.90  -4.97  0.11
H  -1.40  5.27  -5.02  0.12
H  -0.36  6.32  -8.30  0.07
H  0.87  6.38  -7.14  0.08
H  -0.71  7.07  -6.67  0.11
H  0.17  2.97  -7.02  0.07
H  -0.23  1.58  -6.32  0.07

Values from the calculation:
Structure (SMILES) = COC[C@H](C)N.COC[C@H](C)N.COC[C@H](C)N.COC[C@H](C)N.COC[C@H](C)N.COC[C@H](C)N.COC[C@H](C)N.COC[C@H](C)N.NC(N)=O.NC(N)=O.NC(N)=O.NC(N)=O
Orbital gap = 0.34248 Ha
Lowest unoccupied orbital energy = 0.0245 Eh
E_HOMO = -8.65 eV
Energy relative to the best compared isomer or geometry (same formula, charge and spin) = 92.6 kJ/mol
Multiplicity = 1

***

A cluster of 12 separate species, BH26O11 in total. Source: OMol25; level of theory: ωB97M-V/def2-TZVPD.

Last column: Löwdin charge in e.
Atoms and positions in Å:
B  0.81  0.17  0.04  -0.37
H  1.82  -0.27  0.66  0.00
H  0.87  1.41  0.02  -0.02
H  0.82  -0.37  -1.08  0.01
H  -0.13  -0.23  0.76  0.00
O  -2.68  2.24  1.54  -0.09
H  -2.52  3.15  1.25  0.04
H  -2.24  1.68  0.83  0.04
O  2.30  -3.79  -0.42  -0.07
H  3.06  -3.52  -0.95  0.03
H  2.06  -2.99  0.08  0.03
O  -1.69  0.48  3.65  -0.10
H  -0.77  0.75  3.85  0.00
H  -2.00  1.16  3.00  0.00
O  -0.11  -2.21  -3.43  -0.09
H  -0.65  -2.08  -2.59  0.02
H  -0.32  -3.10  -3.70  0.04
O  1.48  3.74  0.19  -0.10
H  0.92  3.38  0.89  0.02
H  1.66  2.96  -0.37  0.01
O  3.52  -0.25  -1.32  -0.14
H  2.65  -0.11  -0.80  -0.04
H  3.28  -0.90  -2.00  0.01
O  -2.46  -2.26  1.78  -0.08
H  -1.86  -3.01  1.66  0.05
H  -1.89  -1.52  2.14  0.05
O  1.08  1.33  3.96  -0.06
H  1.52  1.09  3.11  0.07
H  1.52  2.14  4.26  0.05
O  -1.42  -1.83  -0.94  -0.13
H  -1.79  -1.83  -0.02  0.02
H  -0.67  -1.17  -0.94  -0.04
O  -0.68  0.62  -4.00  -0.09
H  -0.06  -0.13  -3.93  0.01
H  -1.54  0.23  -3.78  0.03
O  -1.66  1.57  -1.02  -0.11
H  -0.76  1.24  -0.68  -0.02
H  -1.43  2.22  -1.70  0.05

Values from the calculation:
Total charge = -1
Orbital gap = 0.35866 Ha
Lowest unoccupied orbital energy = 0.0981 Eh
E_HOMO = -7.09 eV
Energy relative to the best compared isomer or geometry (same formula, charge and spin) = 30.2 kJ/mol
Multiplicity = 1

***

A cluster of 11 separate species, C23H56Cl12O7S7 in total. Source: OMol25; level of theory: ωB97M-V/def2-TZVPD.

Last column: Löwdin charge in e.
Atoms and positions in Å:
C  -22.22  -2.95  19.14  -0.28
S  -21.86  -3.08  17.38  0.88
O  -22.05  -1.66  16.86  -0.60
C  -20.03  -3.21  17.65  -0.24
H  -22.05  -1.93  19.49  0.02
H  -21.66  -3.56  19.85  0.03
H  -23.27  -3.18  19.28  0.01
H  -19.58  -3.27  16.65  0.03
H  -19.86  -4.14  18.20  0.04
H  -19.53  -2.41  18.19  0.05
C  -24.56  -1.33  22.73  -0.27
S  -24.65  0.15  23.85  0.83
O  -24.97  -0.31  25.25  -0.57
C  -22.81  0.53  23.80  -0.25
H  -23.92  -1.24  21.85  0.03
H  -25.53  -1.79  22.55  0.02
H  -23.98  -2.08  23.26  0.04
H  -22.25  -0.35  24.10  0.04
H  -22.46  1.28  24.50  0.05
H  -22.50  0.97  22.85  0.01
C  -19.57  0.09  15.35  -0.25
S  -18.35  0.72  14.09  0.81
O  -16.98  0.62  14.78  -0.60
C  -18.30  -0.75  12.96  -0.26
H  -19.22  -0.91  15.63  0.03
H  -20.59  0.04  14.98  0.06
H  -19.37  0.61  16.29  -0.01
H  -17.81  -1.54  13.53  0.05
H  -17.76  -0.68  12.02  0.05
H  -19.29  -1.06  12.66  0.04
C  -17.74  1.17  25.26  -0.26
S  -18.38  -0.49  24.97  0.84
O  -19.49  -0.60  26.02  -0.56
C  -19.14  0.03  23.41  -0.29
H  -17.89  1.86  24.43  0.01
H  -16.65  1.12  25.35  0.04
H  -18.17  1.69  26.11  0.07
H  -19.82  0.87  23.55  0.03
H  -19.74  -0.81  23.06  0.02
H  -18.41  0.29  22.64  0.04
C  -21.09  -3.82  23.05  -0.24
S  -19.65  -4.61  22.25  0.83
O  -20.16  -5.36  21.03  -0.57
C  -18.70  -3.23  21.63  -0.29
H  -20.82  -3.13  23.84  0.05
H  -21.62  -4.67  23.49  0.05
H  -21.74  -3.31  22.34  0.04
H  -18.16  -2.80  22.47  0.03
H  -19.31  -2.49  21.11  0.04
H  -18.01  -3.66  20.90  0.06
C  -15.20  -1.11  22.63  -0.23
S  -15.51  -0.50  20.88  0.89
O  -17.05  -0.56  20.60  -0.60
C  -15.08  1.29  21.18  -0.24
H  -15.77  -0.58  23.39  0.02
H  -14.13  -1.00  22.76  0.05
H  -15.47  -2.17  22.68  0.05
H  -14.06  1.15  21.55  0.04
H  -15.67  1.84  21.92  0.04
H  -15.10  1.77  20.21  0.04
C  -22.20  1.29  19.09  -0.25
S  -20.95  1.05  20.43  0.86
O  -21.20  -0.35  21.01  -0.58
C  -19.56  0.98  19.26  -0.26
H  -21.94  2.33  18.94  -0.02
H  -23.21  1.37  19.50  0.01
H  -22.11  0.53  18.30  0.04
H  -19.21  -0.05  19.14  0.04
H  -18.62  1.42  19.59  0.03
H  -19.70  1.45  18.29  -0.02
C  -26.60  -1.20  19.08  -2.00
Cl  -26.27  -2.86  19.82  0.48
Cl  -25.15  -0.48  18.43  0.60
Cl  -27.91  -1.40  17.90  0.52
Cl  -27.26  -0.20  20.37  0.53
C  -23.94  6.11  20.55  -2.01
Cl  -22.45  7.02  20.79  0.52
Cl  -23.47  4.36  20.35  0.47
Cl  -25.00  6.29  21.96  0.53
Cl  -24.83  6.63  19.12  0.54
C  -20.00  4.84  16.35  -1.93
Cl  -19.06  6.28  16.19  0.59
Cl  -21.15  5.03  17.79  0.46
Cl  -21.02  4.72  14.90  0.53
Cl  -19.00  3.32  16.56  0.56
C  -16.58  6.98  18.92  -0.10
C  -16.58  5.40  18.88  -0.25
C  -16.73  4.77  20.27  -0.22
C  -18.15  4.42  20.75  -0.21
C  -18.12  3.89  22.22  -0.20
C  -19.59  3.71  22.85  -0.08
H  -16.34  7.38  17.93  0.06
H  -15.90  7.38  19.67  0.07
H  -17.60  7.25  19.17  0.06
H  -17.41  5.03  18.29  0.04
H  -15.66  5.04  18.42  0.10
H  -16.15  5.25  21.06  0.11
H  -16.38  3.76  20.06  0.08
H  -18.76  5.33  20.67  0.10
H  -18.63  3.78  20.00  0.08
H  -17.74  2.88  22.29  0.06
H  -17.36  4.41  22.80  0.10
H  -19.61  2.91  23.59  0.03
H  -20.05  4.61  23.24  0.07
H  -20.22  3.22  22.11  0.02

Values from the calculation:
Orbital gap = 0.30570 Ha
Lowest unoccupied orbital energy = -0.0119 Eh
E_HOMO = -8.64 eV
Multiplicity = 1

***

A cluster of 2 separate species, C2HF4IO in total. Source: OMol25; level of theory: ωB97M-V/def2-TZVPD.

Last column: Mulliken spin population.
Atoms and positions in Å:
C  1.14  -1.56  -0.23  0.85
C  2.61  -1.14  0.11  0.01
O  -0.05  0.42  0.41  1.06
F  0.76  -1.60  -1.50  0.04
F  0.60  -2.53  0.52  0.04
F  2.78  -1.48  1.43  0.00
F  3.39  -1.94  -0.58  0.02
I  2.92  0.86  -0.45  0.02
H  -0.78  0.05  1.11  -0.04

Values from the calculation:
Orbital gap (alpha / beta) = 0.30678 / 0.28336 Ha
Lowest unoccupied orbital energy (alpha / beta) = 0.0061 / -0.0939 Eh
E_HOMO (alpha / beta) = -8.18 / -10.26 eV
Energy relative to the best compared isomer or geometry (same formula, charge and spin) = 94.5 kJ/mol
Multiplicity = 3

***

A cluster of 2 separate species, C5H16N2O in total. Source: OMol25; level of theory: ωB97M-V/def2-TZVPD.

Last column: Löwdin charge in e.
Atoms and positions in Å:
N  -2.16  -0.94  1.95  -0.02
C  -1.05  -1.80  1.56  -0.29
C  0.08  -1.16  0.73  -0.25
N  -0.47  -0.66  -0.52  -0.05
C  1.91  -0.23  -1.24  -0.09
C  0.46  -0.44  -1.66  -0.43
C  -0.01  0.78  -2.48  -0.06
H  -1.85  -0.19  2.55  0.06
H  -2.54  -0.47  1.12  0.06
H  -0.61  -2.20  2.48  0.10
H  -1.47  -2.61  0.97  0.10
H  0.75  -2.00  0.54  0.11
H  0.55  -0.33  1.26  0.11
H  -0.93  0.22  -0.34  0.08
H  2.57  0.05  -2.05  0.08
H  1.96  0.59  -0.52  0.08
H  2.37  -1.09  -0.75  0.07
H  0.38  -1.31  -2.31  0.12
H  -0.20  0.51  -3.51  0.07
H  -0.89  1.25  -2.03  0.07
H  0.75  1.56  -2.47  0.07
H  -0.26  3.40  2.93  0.03
H  0.43  3.94  1.65  0.03
O  0.22  3.14  2.14  -0.06

Values from the calculation:
Structure (SMILES) = CC(C)NCCN.O
Orbital gap = 0.33408 Ha
Lowest unoccupied orbital energy = 0.0220 Eh
E_HOMO = -8.49 eV
Energy relative to the best compared isomer or geometry (same formula, charge and spin) = 78.7 kJ/mol
Multiplicity = 1

***

Computed strongest force on any atom, in the same sequence as the records: 0.081; 0.042; 0.059; 0.079; 0.018 hartree/bohr.